Record 1
{"formula": "C10H52O21", "method": "ωB97M-V/def2-TZVPD", "species": ["O", "H", "H", "O", "H", "H", "O", "H", "H", "O", "H", "H", "O", "H", "H", "O", "H", "H", "O", "H", "H", "O", "H", "H", "O", "H", "H", "O", "H", "H", "O", "H", "H", "C", "C", "O", "O", "H", "H", "H", "H", "H", "H", "C", "C", "O", "O", "H", "H", "H", "H", "H", "H", "C", "C", "O", "O", "H", "H", "H", "H", "H", "H", "C", "C", "O", "O", "H", "H", "H", "H", "H", "H", "C", "C", "O", "O", "H", "H", "H", "H", "H", "H"], "xyz": [[25.1658, -20.6462, 4.8284], [25.5035, -20.9333, 5.6709], [25.0903, -19.6885, 4.9561], [26.1016, -15.3295, 3.2465], [26.5201, -15.9840, 2.6888], [25.4086, -15.0158, 2.6563], [26.5917, -20.3355, -1.1864], [25.7743, -19.8457, -1.5108], [26.4250, -21.2742, -1.2800], [24.6114, -19.0698, -2.2290], [24.3922, -19.0151, -3.1351], [24.6081, -18.1360, -1.9471], [23.4013, -16.8210, 1.1177], [23.1635, -17.5435, 0.4800], [24.3212, -16.6246, 1.1984], [21.9040, -21.4879, 1.6988], [22.1475, -22.4199, 1.7137], [22.5066, -21.0659, 2.2430], [22.4859, -19.0065, -0.2794], [23.2779, -19.5316, -0.3217], [22.3575, -19.0621, -1.1995], [22.7241, -21.4486, 4.3516], [22.2202, -20.7042, 4.7295], [23.6247, -21.1607, 4.7078], [23.2028, -21.6258, -0.5860], [22.8816, -21.4121, 0.3232], [24.0433, -22.0245, -0.4448], [26.0705, -16.2140, 0.4328], [26.2387, -15.2958, 0.1876], [26.9553, -16.5283, 0.5611], [27.8167, -17.7833, -1.2656], [28.0351, -18.6979, -1.0377], [27.3986, -17.9042, -2.1164], [27.5540, -18.0422, 5.4626], [26.1207, -17.7240, 5.7794], [25.4182, -17.8092, 4.5793], [28.4095, -18.1199, 6.5572], [28.0555, -17.2882, 4.8099], [27.5642, -19.0594, 4.9018], [26.0445, -16.7010, 6.1608], [25.7880, -18.4039, 6.5550], [25.7447, -17.0736, 4.0376], [28.7981, -17.2683, 6.7532], [22.0437, -18.3237, 3.6514], [21.3962, -18.4383, 5.0596], [22.3338, -19.1166, 5.8375], [21.1806, -17.5398, 2.8748], [22.1145, -19.3507, 3.3319], [23.0047, -17.8535, 3.7781], [20.4246, -18.9840, 4.9631], [21.1164, -17.5383, 5.4323], [22.6211, -18.5250, 6.5433], [21.7542, -17.3528, 2.0919], [24.9977, -23.5514, 2.4491], [24.6838, -24.1149, 3.8935], [23.2352, -24.1002, 4.0972], [24.2889, -24.2167, 1.4325], [26.0704, -23.6477, 2.3618], [24.6224, -22.5159, 2.6254], [25.1831, -23.5869, 4.7078], [24.9645, -25.1515, 3.8463], [22.9045, -23.2728, 4.0721], [23.3196, -24.3023, 1.6682], [26.6151, -20.2911, 1.9218], [25.4626, -19.3361, 1.6694], [24.2932, -19.9165, 2.2542], [27.7293, -19.8580, 1.1523], [26.5543, -21.3846, 1.6385], [26.9125, -20.2486, 3.0194], [25.3094, -19.0937, 0.5815], [25.6138, -18.3715, 2.0969], [24.4372, -19.7751, 3.1762], [27.3115, -19.9484, 0.2978], [28.9973, -16.5050, 2.5078], [29.4871, -15.9410, 1.1966], [30.6883, -15.2099, 1.3283], [27.8058, -17.2021, 2.2635], [28.8386, -15.7487, 3.2699], [29.6542, -17.2389, 2.9115], [28.7250, -15.2556, 0.7899], [29.7105, -16.6849, 0.4505], [31.0297, -14.9587, 0.4852], [28.0252, -18.1000, 1.9152]], "lowdin_charge": [-0.026, 0.087, 0.030, -0.032, -0.025, 0.055, -0.070, 0.013, 0.073, 0.001, 0.068, 0.099, -0.060, 0.018, -0.031, -0.002, 0.050, -0.046, -0.015, -0.008, 0.030, -0.085, 0.032, 0.027, -0.059, -0.010, 0.006, -0.051, 0.075, -0.014, -0.039, 0.025, 0.035, -0.263, -0.247, -0.089, -0.047, 0.113, 0.145, 0.134, 0.123, 0.055, 0.090, -0.249, -0.222, -0.073, -0.053, 0.080, 0.104, 0.143, 0.086, 0.108, 0.062, -0.257, -0.172, -0.053, -0.072, 0.113, 0.094, 0.107, 0.105, -0.047, 0.114, -0.202, -0.198, -0.065, -0.105, 0.128, 0.123, 0.119, 0.083, 0.018, -0.007, -0.219, -0.233, -0.045, -0.141, 0.127, 0.125, 0.123, 0.117, 0.074, 0.095], "total_energy_ha": -1992.1084, "charge": 0, "orbital_gap_ev": 9.08, "relative_energy_kcal_mol": 52.10}

=====

Record 2
{"formula": "C6H8N2O6S", "method": "ωB97M-V/def2-TZVPD", "species": ["C", "C", "C", "C", "C", "C", "N", "N", "O", "O", "O", "O", "O", "O", "S", "H", "H", "H", "H", "H", "H", "H", "H"], "xyz": [[-0.0349, 0.5712, 0.1603], [-1.1824, -0.2775, 0.1323], [0.8882, 0.4300, -0.8040], [-2.3206, 0.3140, -0.2990], [0.0127, 1.4966, 1.3264], [-0.9319, -1.6097, 0.5758], [2.0638, 1.1646, -0.9323], [-3.4726, -0.3423, -0.7354], [2.9453, 0.6691, -1.6223], [-4.1731, 0.1520, -1.6057], [2.2535, 2.1184, -0.1713], [-3.6435, -1.4932, -0.3502], [2.9359, -1.7932, -0.4099], [4.9563, -0.9492, 0.6304], [4.2661, -1.2292, -0.6550], [0.6783, -0.1054, -1.7064], [-2.4107, 1.4660, -0.4848], [-1.0816, 1.5822, 1.5123], [0.3743, 2.4641, 0.9808], [0.6011, 1.2477, 2.1453], [-0.9402, -1.5425, 1.7159], [-0.0659, -1.9947, 0.0866], [-1.7181, -2.3392, 0.5101]], "nbo_charge": [0.120, 0.056, -0.131, -0.128, -0.664, -0.674, 0.505, 0.488, -0.417, -0.366, -0.369, -0.396, -0.855, -0.813, 1.652, 0.233, 0.236, 0.221, 0.265, 0.257, 0.257, 0.251, 0.272], "total_energy_ha": -1192.2791, "charge": 0, "orbital_gap_ev": 8.83, "relative_energy_kcal_mol": 58.37}

=====

Number 2 is which compound? C6H8N2O6S

=====

Number 2 is which compound? C6H8N2O6S